Record 1
Here is 4 unconnected molecules or ions with the total composition C29H70B2N7O11PSi from the OMol25 dataset. Energies are from ωB97M-V with the def2-TZVPD basis set.

The geometry in ORCA input format:
```
! RIJCOSX wB97M-V def2-TZVPD def2/J DEFGRID3
* xyz 0 1
C -0.20694 0.23976 0.77522
C 0.99032 -0.66830 1.02731
C 1.25136 -1.74520 -0.03147
C 0.02866 -2.44779 -0.63481
N -0.77381 -1.78830 -1.65628
C -0.23783 -1.34082 -2.91033
C 0.80963 -2.31023 -3.45890
C 0.34460 -3.67762 -3.95822
O -0.55811 -4.30991 -3.06645
Si -1.45226 -5.62879 -3.49960
C -1.54421 -6.76139 -2.02835
C -0.70361 -6.55339 -4.93567
C -3.17035 -5.05133 -3.93467
O 0.32039 0.01689 -2.66578
C 1.00956 0.74647 -3.67332
C 2.53299 0.55460 -3.62846
C 3.22037 0.83416 -2.28554
N 4.29137 -0.12873 -1.99856
C 0.59042 2.24286 -3.48969
C 1.39412 3.22663 -4.35264
C 1.24497 3.23027 -5.88081
C 1.83192 2.04755 -6.59532
O 1.24558 1.10770 -7.03820
O 3.17028 2.17903 -6.71647
N 0.76429 2.64115 -2.06649
B 0.04209 3.78899 -1.44631
O 0.65835 5.04553 -1.52152
C -1.29373 3.65722 -0.63921
C -1.32504 4.49966 0.64908
P -1.17789 2.40253 -3.89047
N -1.68659 3.85593 -3.97777
O -1.83608 1.54659 -2.72706
O -1.37485 1.48415 -5.19270
B -1.48502 -1.25563 -3.92308
C -2.97552 -1.08879 -3.46405
O -1.17970 -1.39447 -5.25148
H -1.14420 -0.31344 0.89945
H -0.24618 1.05788 1.49199
H -0.18010 0.60963 -0.25093
H 0.90164 -1.12728 2.01570
H 1.88242 -0.03144 1.07525
H 1.82571 -2.54941 0.44361
H 1.89609 -1.35869 -0.81800
H -0.66330 -2.67865 0.18283
H 0.33685 -3.42308 -1.01503
H -1.34241 -1.05675 -1.25508
H 1.62027 -2.44738 -2.73759
H 1.26111 -1.85211 -4.33982
H 1.24283 -4.29581 -4.07354
H -0.09578 -3.57905 -4.95449
H -0.56228 -7.18213 -1.80731
H -1.92616 -6.23711 -1.15198
H -2.22074 -7.58517 -2.27449
H 0.28875 -6.94990 -4.71570
H -0.60634 -5.90363 -5.81109
H -1.36640 -7.37052 -5.22850
H -3.13415 -4.15795 -4.56248
H -3.69512 -4.80445 -3.00900
H -3.74453 -5.82478 -4.44925
H 0.66309 0.45124 -4.67013
H 2.99990 1.16539 -4.40307
H 2.76596 -0.47044 -3.90530
H 3.62682 1.85245 -2.28308
H 2.46832 0.80195 -1.49509
H 4.44624 -0.74643 -2.78353
H 5.17054 0.32863 -1.80568
H 2.45946 3.12819 -4.12055
H 1.09895 4.21990 -4.00926
H 1.80509 4.09733 -6.23895
H 0.21071 3.36409 -6.19703
H 3.51845 1.30259 -6.94300
H 1.73735 2.93575 -1.99563
H 1.36448 5.16480 -0.87767
H -2.07642 4.03097 -1.30910
H -1.51350 2.61901 -0.39656
H -0.90765 3.95162 1.49552
H -2.34994 4.76353 0.91646
H -0.78378 5.43885 0.52677
H -2.08544 4.11708 -4.86919
H -1.16381 1.03437 -2.23884
H -2.21432 1.00919 -5.11701
H -3.31084 -2.07157 -3.11455
H -3.63701 -0.79904 -4.28798
H -3.12491 -0.39216 -2.63910
H -1.94552 -1.27538 -5.82473
C 1.59555 0.22956 6.32791
N 0.80698 -0.05607 5.13907
C -0.46409 0.31879 4.85981
C -1.19536 1.14443 5.89201
O -1.00101 -0.00216 3.80785
H 2.49316 0.78956 6.06293
H 1.90486 -0.68624 6.82324
H 1.01011 0.82281 7.02241
H 1.23659 -0.60223 4.40886
H -2.18202 1.36751 5.49983
H -1.29336 0.59792 6.83109
H -0.68436 2.08793 6.08400
C -7.30740 2.29618 4.23771
N -6.07105 2.99599 4.51561
C -4.79473 2.57117 4.30009
C -4.61585 1.19614 3.69487
O -3.84846 3.28315 4.58761
H -7.92408 2.85419 3.53064
H -7.88797 2.14686 5.15011
H -7.09358 1.32364 3.80802
H -6.12536 3.91784 4.91822
H -3.55222 0.99910 3.58369
H -5.05212 0.43147 4.33912
H -5.08976 1.14230 2.71409
C 5.92250 -0.50815 11.14164
N 4.88029 -0.86338 10.20001
C 4.63335 -0.32969 8.97628
C 5.54560 0.78063 8.50506
O 3.70953 -0.73614 8.29121
H 6.56933 -1.36217 11.34837
H 5.49580 -0.16755 12.08629
H 6.53335 0.29118 10.73638
H 4.23926 -1.59769 10.45563
H 5.21296 1.08985 7.51957
H 5.50460 1.63618 9.17972
H 6.57914 0.43945 8.44082
*
```

Strongest force on any atom, eV/A: 0.77
Frontier orbital gap, eV: 8.83
LUMO, eV: 0.53
E_HOMO, eV: -8.30

Mulliken population analysis, charges in e, atoms 1 to 8: -0.294 -0.897 0.061 -1.049 -0.024 0.488 -1.221 -1.427

Record 2
Here is a molecular structure, C14H36BF4KN2O6 at a distorted geometry from the OMol25 dataset. Energies are from ωB97M-V with the def2-TZVPD basis set.

The geometry in ORCA input format:
```
! RIJCOSX wB97M-V def2-TZVPD def2/J DEFGRID3
* xyz 0 1
K -0.80753 -0.20565 -0.08986
B 1.27488 1.04721 1.71014
F 0.74180 0.84773 2.96366
F 0.30773 1.80667 0.99005
F 2.44711 1.73592 1.78833
F 1.50095 -0.04088 0.99361
C -4.37642 0.57769 1.14830
C -5.17060 1.86036 1.54525
O -6.46034 1.44922 1.63555
O -2.96215 0.88717 0.98640
H -4.83234 0.33606 0.11780
H -4.53365 -0.29787 1.68063
H -4.99101 2.63037 0.85190
H -4.82458 2.19914 2.44562
H -7.05270 1.99349 2.10594
H -2.97246 1.79724 0.59330
C -4.03165 3.15102 -1.78149
O -3.08808 2.77723 -0.75820
C -1.81910 3.36545 -0.94865
C -1.07623 2.52380 -2.04308
N -1.64433 1.19280 -2.20900
C -1.12162 0.52891 -3.40269
C 0.39208 0.34093 -3.32901
O 0.65368 -0.43251 -2.14814
C 2.07215 -0.35067 -2.04649
H -4.79312 2.45929 -1.94673
H -3.61511 3.52428 -2.74923
H -4.59373 3.92783 -1.32991
H -1.22942 3.34900 -0.01451
H -1.84762 4.44131 -1.18466
H -0.06351 2.53900 -1.81656
H -1.13520 3.01847 -2.99053
H -2.62566 1.23985 -2.26273
H -1.23667 1.28397 -4.16695
H -1.68251 -0.33899 -3.67518
H 0.93258 1.28961 -3.35964
H 0.61735 -0.09553 -4.20461
H 2.26745 -0.91579 -1.20433
H 2.40240 0.71629 -1.83061
H 2.34383 -0.80048 -2.99286
C 7.32801 -2.12448 0.07629
O 6.04921 -2.76545 -0.17153
C 5.07914 -2.25281 0.72344
C 3.75567 -3.08693 0.66131
N 2.74886 -2.33788 1.40837
C 1.60200 -3.23894 1.68916
C 0.51284 -2.57217 2.56853
O -0.55863 -2.23961 1.71999
C -1.60173 -1.59292 2.39345
H 7.25783 -1.05271 0.00079
H 8.04237 -2.64348 -0.59281
H 7.73253 -2.27508 1.12046
H 5.05367 -1.24506 0.47029
H 5.16974 -2.31780 1.87428
H 4.01129 -4.02499 1.16672
H 3.39566 -3.26150 -0.36718
H 2.44375 -1.48577 0.95235
H 1.96231 -4.05090 2.33601
H 1.24462 -3.66403 0.67632
H 0.91436 -1.64802 3.01785
H 0.16841 -3.18358 3.36771
H -1.34484 -0.66972 2.84228
H -1.84347 -2.23624 3.19613
H -2.49024 -1.38887 1.79894
*
```

Strongest force on any atom, eV/A: 4.83
Frontier orbital gap, eV: 8.19
LUMO, eV: -0.02
E_HOMO, eV: -8.22

Mulliken population analysis, charges in e, atoms 1 to 8: 0.937 0.067 -0.419 -0.213 -0.355 -0.240 -0.546 -0.494

Record 3
Here is a molecular structure, C40H50FN2OP2SSi2W at a distorted geometry from the OMol25 dataset. Energies are from ωB97M-V with the def2-TZVPD basis set.

The geometry in ORCA input format:
```
! RIJCOSX wB97M-V def2-TZVPD def2/J DEFGRID3
* xyz 3 1
W -0.21494 -0.38230 0.41860
C -3.28322 -1.28211 -1.81143
Si -3.68011 -0.30452 -0.27616
C -4.89624 1.04989 -0.62419
C -4.24381 -1.40333 1.10059
N -2.00495 0.39222 0.16741
P -1.77902 1.66644 1.26708
C -0.16017 1.20108 1.75198
P 1.33743 1.74051 1.00447
N 1.63475 0.27215 0.25184
Si 3.23224 -0.20024 -0.55938
C 3.06877 0.01509 -2.40842
C 4.59407 0.92636 -0.02193
C 3.34164 -1.99364 -0.07655
C 2.48387 2.09187 2.32086
C 3.04416 0.98447 2.96951
C 3.81969 1.16928 4.09923
C 4.02328 2.45135 4.59829
C 3.43263 3.54561 3.98445
C 2.64707 3.37298 2.85391
C 1.30997 2.92948 -0.34531
C 0.68044 2.56094 -1.54079
C 0.70824 3.40203 -2.63426
C 1.36281 4.62742 -2.55107
C 1.99293 5.00084 -1.37505
C 1.97383 4.15598 -0.27420
C -2.88546 1.45886 2.63663
C -4.14603 2.06347 2.60957
C -5.02407 1.84879 3.66002
C -4.63960 1.05525 4.73529
C -3.37415 0.47753 4.77577
C -2.49404 0.67139 3.72509
C -2.02795 3.27567 0.57337
C -1.96016 4.34946 1.47036
C -2.18112 5.63366 1.00608
C -2.46620 5.84360 -0.34054
C -2.50742 4.77747 -1.23279
C -2.28897 3.48671 -0.77903
H -3.99625 -2.10354 -1.94027
H -3.35572 -0.64899 -2.70174
H -2.28186 -1.69946 -1.76348
H -5.40215 0.84659 -1.57237
H -5.66262 1.06574 0.15502
H -4.46480 2.04836 -0.68676
H -5.31196 -1.59682 0.94216
H -3.74424 -2.37612 1.12514
H -4.14572 -0.93441 2.08309
H 2.09598 0.39282 -2.73034
H 3.82046 0.73342 -2.74621
H 3.28116 -0.92392 -2.92598
H 4.53063 1.86550 -0.58018
H 4.63154 1.15922 1.03849
H 5.54694 0.45494 -0.29247
H 2.34735 -2.43708 -0.03696
H 3.94470 -2.57340 -0.78215
H 3.80225 -2.12198 0.90795
H 2.88464 -0.01220 2.57753
H 4.27050 0.31715 4.59046
H 4.63293 2.59533 5.48133
H 3.58049 4.53996 4.38601
H 2.16058 4.23122 2.41369
H 0.18771 1.61157 -1.63078
H 0.22530 3.11644 -3.56070
H 1.38709 5.28531 -3.41113
H 2.51699 5.94622 -1.31527
H 2.49831 4.45054 0.61907
H -4.42921 2.70775 1.78593
H -6.00493 2.30671 3.64610
H -5.32536 0.89979 5.55970
H -3.07426 -0.11006 5.63420
H -1.49933 0.24471 3.75524
H -1.75190 4.17498 2.52154
H -2.14844 6.47317 1.68879
H -2.67046 6.84652 -0.69572
H -2.72239 4.95643 -2.27939
H -2.33166 2.64861 -1.46388
C 0.01002 -1.22825 -4.04418
S 0.70563 -2.10781 -2.66111
C -0.20372 -3.62281 -2.80033
O 0.09610 -1.39095 -1.42853
H 0.56158 -1.54377 -4.93364
H 0.17745 -0.16446 -3.88345
H -1.05092 -1.45169 -4.14724
H 0.11292 -4.09438 -3.73519
H -1.27494 -3.42648 -2.80881
H 0.07815 -4.25702 -1.96184
F 0.71175 -7.10405 0.43408
C 0.45158 -5.84917 0.77013
C 1.27054 -5.21102 1.68844
C 0.97974 -3.90453 2.03612
C -0.10417 -3.23524 1.46663
C -0.47400 -1.85688 1.93556
C -0.90527 -3.90706 0.53997
C -0.64187 -5.22088 0.19701
H 2.09282 -5.75428 2.13803
H 1.58893 -3.40746 2.78485
H 0.07861 -1.61245 2.83574
H -1.53079 -1.83998 2.21141
H -1.78565 -3.41622 0.13846
H -1.28547 -5.78718 -0.46706
*
```

Strongest force on any atom, eV/A: 3.17
Frontier orbital gap, eV: 6.21
LUMO, eV: -9.81
E_HOMO, eV: -16.02

Mulliken population analysis, charges in e, atoms 1 to 8: 0.397 -0.813 0.428 -1.266 -0.788 0.585 1.595 -0.895

Record 4
Here is 4 unconnected molecules or ions with the total composition C4H13O3S at a distorted geometry from the OMol25 dataset. Energies are from ωB97M-V with the def2-TZVPD basis set.

The geometry in ORCA input format:
```
! RIJCOSX wB97M-V def2-TZVPD def2/J DEFGRID3
* xyz 0 2
C -1.14674 2.68727 -0.82630
O -1.49525 3.74516 -0.38207
C -0.76769 1.51932 -0.00661
C 0.68557 1.20560 -0.01344
C 1.12836 -0.28832 -0.19281
S 2.35478 -0.45213 -1.57177
H -1.02995 2.45844 -1.90692
H 4.39959 -0.47172 2.04086
H -1.31539 1.41748 0.93346
H -1.80266 -0.06162 -0.15968
H 1.24341 1.83816 -0.70758
H 1.12849 1.51551 0.94359
H 0.25773 -0.89492 -0.38755
H 1.63897 -0.62208 0.70333
H 1.55647 -1.23669 -2.28890
H -2.14809 -2.26232 0.77486
H -2.00724 -3.77317 0.71943
O -2.24937 -3.07358 1.32578
H 4.54054 -1.16844 2.24740
H -2.85408 -1.11364 -0.92275
O -2.11745 -0.96831 -0.32235
*
```

Strongest force on any atom, eV/A: 1.43
Frontier orbital gap (alpha / beta), eV: 9.73 / 7.82
LUMO (alpha / beta), eV: 0.40 / -1.69
E_HOMO (alpha / beta), eV: -9.33 / -9.51

Mulliken population analysis, charges in e, atoms 1 to 8: -0.067 -0.454 -0.851 -0.330 -0.462 -0.227 0.322 -0.083

Record 5
Here is a molecular structure, C5H4O4Rb at a distorted geometry from the OMol25 dataset. Energies are from ωB97M-V with the def2-TZVPD basis set.

The geometry in ORCA input format:
```
! RIJCOSX wB97M-V def2-TZVPD def2/J DEFGRID3
* xyz 2 2
C -4.36830 0.27004 -0.55056
C -4.65137 1.19407 0.18097
H -4.61982 1.99057 -0.74407
H -0.91952 1.37170 0.65289
O 0.37167 -0.44644 0.42941
C 0.84219 0.83075 0.13831
O 1.95838 1.01053 -0.25853
O -0.05910 1.72403 0.32767
Rb 4.42128 2.83272 -1.62737
C 1.29877 -1.60466 0.58500
C 1.28782 -1.62674 -0.74335
O 1.88063 -2.18944 1.53350
H 0.90905 -2.22684 -1.57506
H 1.64831 -3.13030 1.65119
*
```

Strongest force on any atom, eV/A: 5.82
Frontier orbital gap (alpha / beta), eV: 7.26 / 4.43
LUMO (alpha / beta), eV: -8.47 / -11.72
E_HOMO (alpha / beta), eV: -15.72 / -16.15

Mulliken population analysis, charges in e, atoms 1 to 8: -0.071 -0.216 0.295 0.386 -0.253 0.754 -0.484 -0.326